1.
C15H21NO2 | the ωB97M-V functional and the def2-TZVPD basis

Properties
- LUMO level (eV) = 0.20
- orbital gap (eV) = 8.633
- total energy (eV) = -21467.6520
- HOMO (eV) = -8.43
- relative energy (zero: lowest compared OMol25 entry of this formula, charge and spin) (eV) = 14.042

```
39
Properties=species:S:1:pos:R:3:forces:R:3:nbo_charge:R:1
C -0.211903 2.132033 2.692592 0.1 0.6 0.9 -0.76
C 0.917953 2.571957 1.586684 5.6 1.8 2.4 0.71
O 2.133328 2.933685 2.064177 -7.5 -2.4 -2.9 -0.54
N 0.726172 2.663022 0.089071 -1.3 -0.6 1.5 -0.56
C -0.351584 3.668607 -0.247576 -1.4 1.4 0.6 -0.43
C 0.505636 1.316211 -0.562392 1.4 -0.3 -2.0 0.44
C -0.914291 0.563248 -0.246388 -0.7 -0.8 -0.1 -0.51
C -0.788233 -0.978269 0.291597 -0.4 -4.2 0.9 0.00
C 0.105598 -1.511962 1.557042 -2.3 -2.4 -2.4 -0.27
C 0.115242 -3.127881 1.959982 -2.1 0.5 -2.4 -0.21
C -0.777232 -4.263112 1.178416 -0.5 4.9 -1.7 -0.25
C -1.734286 -3.723011 -0.082013 2.0 2.5 1.4 0.01
C -2.731480 -4.716256 -0.945004 -0.2 0.8 0.5 -0.67
C -1.702557 -2.123270 -0.508402 1.8 -1.5 2.7 -0.25
C 1.920364 0.491278 -0.499013 2.3 -0.3 0.7 -0.47
C 2.830622 1.061144 -1.760622 -0.6 0.3 -1.1 -0.44
C 1.725599 1.772071 -2.741239 -0.2 -0.7 0.3 -0.08
O 0.416649 1.591778 -2.035140 0.9 0.0 0.7 -0.59
H -0.435169 0.983506 2.717358 0.4 2.2 -0.4 0.25
H 0.228437 2.408514 3.765364 -0.8 -0.6 -2.5 0.26
H -1.231039 2.730605 2.612680 2.1 -1.3 -0.2 0.24
H -0.845250 4.053925 0.768732 1.0 -0.7 -2.2 0.20
H -1.235794 3.257296 -0.893899 1.9 0.5 1.2 0.22
H 0.054868 4.636047 -0.801892 -0.5 -2.2 1.2 0.22
H -1.627805 1.178052 0.481772 1.8 -1.2 -1.4 0.24
H -1.506738 0.525884 -1.282155 1.4 0.0 2.3 0.27
H 0.766346 -0.745098 2.150914 -1.3 -1.9 -1.3 0.23
H 0.786184 -3.498319 2.868663 -1.6 1.0 -2.2 0.23
H -0.806480 -5.410229 1.417738 0.3 2.6 -0.3 0.24
H -2.277582 -5.769467 -1.183692 -0.7 2.1 0.6 0.23
H -3.002100 -4.181020 -1.953008 0.6 -1.1 1.9 0.23
H -3.759659 -4.852392 -0.354158 2.3 0.2 -1.2 0.23
H -2.379605 -1.808217 -1.439044 1.7 -0.6 2.3 0.23
H 2.639899 0.704438 0.429375 -2.1 -0.1 -1.6 0.25
H 1.893981 -0.688124 -0.482729 -0.6 2.5 -0.5 0.25
H 3.353692 0.228957 -2.403533 -1.0 1.4 1.6 0.22
H 3.659977 1.829109 -1.457425 -1.8 -1.5 -0.3 0.23
H 1.615306 1.193399 -3.776670 0.2 1.3 2.3 0.19
H 1.922935 2.901859 -2.976163 -0.4 -2.1 0.7 0.19
```
Forces are in eV/Å.


2.
C15H21NO2S | the ωB97M-V functional and the def2-TZVPD basis

Properties
- LUMO level (eV) = 0.22
- orbital gap (eV) = 9.398
- total energy (eV) = -32316.9452
- HOMO (eV) = -9.18
- relative energy (zero: lowest compared OMol25 entry of this formula, charge and spin) (eV) = 0.000

```
40
Properties=species:S:1:pos:R:3:forces:R:3:nbo_charge:R:1
O -0.230088 1.908610 0.187741 0.1 0.4 0.2 -0.64
C -0.498716 0.866296 -0.373064 -0.1 -0.4 -0.5 0.69
N -0.642906 -0.305504 0.273325 -0.1 -0.3 0.2 -0.61
H -0.826221 -1.147027 -0.249779 0.0 0.1 -0.1 0.39
C -0.479262 -0.451904 1.710546 0.0 0.1 0.1 -0.05
C 0.913021 -1.030003 2.001208 -0.1 0.2 0.2 -0.41
C 1.091182 -1.594998 3.410913 0.2 -0.2 -0.2 -0.41
H 0.513995 -1.008360 4.126221 0.0 0.1 0.1 0.20
C 0.712229 -3.072126 3.511507 -0.2 0.1 0.3 -0.39
C -0.787515 -3.348859 3.452424 0.2 -0.2 -0.3 -0.39
C -1.487511 -2.782507 2.217548 -0.2 0.1 0.3 -0.41
C -1.651434 -1.262074 2.276282 0.1 0.0 -0.1 -0.41
H -1.817691 -0.969704 3.313679 0.0 0.0 0.1 0.21
H -2.543318 -0.967169 1.717860 0.0 0.1 0.1 0.22
H -0.945980 -3.077828 1.317246 0.0 -0.1 -0.1 0.19
H -2.481247 -3.233043 2.159973 0.0 0.0 -0.1 0.21
H -0.933656 -4.431806 3.474967 0.0 0.0 0.1 0.21
H -1.265750 -2.937943 4.344688 -0.1 0.0 0.0 0.19
H 1.211631 -3.617701 2.706700 0.1 0.0 0.0 0.19
H 1.092493 -3.469250 4.455892 0.1 -0.1 0.0 0.21
H 2.143699 -1.501141 3.687481 0.0 0.1 0.1 0.21
H 1.635321 -0.228992 1.832197 0.0 0.0 -0.1 0.22
H 1.132875 -1.816409 1.274891 0.0 0.0 -0.1 0.19
H -0.532180 0.566246 2.110793 0.0 -0.2 -0.1 0.23
C -0.679163 0.776807 -1.886314 0.0 0.3 0.1 -0.49
H 0.320440 0.670336 -2.317826 0.0 -0.1 0.0 0.24
H -1.261817 -0.102451 -2.161413 0.0 0.0 0.0 0.21
C -1.341404 2.053609 -2.417765 -0.1 -0.1 -0.1 -0.50
C -0.964267 2.298637 -3.863416 -0.5 -0.1 0.4 0.56
O -1.739078 2.114927 -4.779141 0.0 0.0 0.0 -0.54
C 0.402542 2.749449 -4.089453 0.7 0.3 -0.6 -0.35
C 1.391852 3.085787 -3.196245 -0.5 -0.2 -0.2 -0.20
C 2.580122 3.484322 -3.827966 0.3 0.1 -0.2 -0.27
C 2.484382 3.449076 -5.188352 -0.3 -0.1 -0.1 -0.39
S 0.947338 2.934222 -5.730197 0.1 0.0 0.6 0.50
H 3.240095 3.701790 -5.906030 0.2 0.1 -0.1 0.24
H 3.467393 3.785130 -3.300140 0.2 0.1 0.1 0.23
H 1.270569 3.054237 -2.128163 -0.1 0.0 0.2 0.24
H -2.426392 1.965728 -2.350421 0.0 0.1 -0.1 0.23
H -1.015582 2.891588 -1.798395 0.0 0.0 0.0 0.25
```
Forces are in eV/Å.


3.
C15H22AuN2O2PS2 | the ωB97M-V functional and the def2-TZVPD basis

Properties
- LUMO level (eV) = -0.15
- orbital gap (eV) = 7.164
- total energy (eV) = -57642.1993
- HOMO (eV) = -7.31
- relative energy (zero: lowest compared OMol25 entry of this formula, charge and spin) (eV) = 0.501

```
45
Properties=species:S:1:pos:R:3:forces:R:3:nbo_charge:R:1
Au -1.282763 -0.062083 0.746281 0.2 0.5 0.2 0.64
N -3.595679 1.151862 -0.972804 0.0 0.0 0.2 -0.81
C -3.554983 2.481071 -0.629561 0.0 0.1 -0.1 0.28
C -4.518631 3.350523 -1.100991 0.0 0.0 0.0 -0.30
C -4.501343 4.719207 -0.798128 0.0 0.0 0.0 -0.17
C -3.515098 5.248149 -0.018647 0.0 0.1 0.0 -0.24
C -2.522643 4.395055 0.511626 0.0 -0.1 0.0 -0.07
C -1.489977 4.898364 1.330923 0.1 0.0 0.0 -0.11
C -0.559139 4.053620 1.852982 0.0 0.0 0.0 -0.27
C -0.666711 2.681952 1.576300 -0.1 0.0 -0.1 0.07
N -1.608253 2.170792 0.808728 -0.2 -0.1 0.0 -0.51
C -2.540313 3.001023 0.243120 0.0 0.1 0.1 0.10
H -4.204691 0.901023 -1.730541 0.0 0.0 -0.1 0.39
H -2.735640 0.624939 -0.933789 0.0 0.0 -0.1 0.38
H -5.298975 2.955178 -1.741552 0.0 0.0 0.0 0.21
H -5.276905 5.358594 -1.202595 0.0 0.0 0.0 0.22
H -3.476969 6.308223 0.202451 0.0 -0.1 0.0 0.21
H -1.454532 5.962538 1.532429 0.0 0.0 0.0 0.22
H 0.241743 4.406099 2.487681 0.0 0.0 0.0 0.23
H 0.036353 1.978688 2.007329 0.0 0.0 0.0 0.22
C 1.290979 -4.463563 -1.630008 0.0 0.1 0.1 -0.64
C 1.155563 -4.396477 -0.117707 -0.1 0.0 0.0 0.13
C -0.270021 -4.629580 0.344864 0.0 0.1 0.0 -0.65
O 1.730397 -3.167336 0.406702 0.1 0.0 0.0 -0.87
P 1.087736 -1.715791 0.593921 0.2 -0.3 -0.2 1.70
S -0.050194 -1.594220 2.250295 -0.1 -0.1 -0.3 -0.65
S 0.192000 -1.101699 -1.098861 0.0 -0.2 0.1 -0.73
O 2.384242 -0.868886 0.945622 0.1 0.0 0.1 -0.86
C 3.689829 -0.799527 0.314073 0.0 -0.1 -0.2 0.12
C 4.568791 -1.955683 0.755966 -0.1 0.0 0.1 -0.63
C 3.605546 -0.673891 -1.195399 0.0 0.0 0.0 -0.64
H 1.079198 -5.483275 -1.958140 0.0 0.0 0.0 0.21
H 2.303371 -4.198719 -1.938280 0.0 0.0 0.0 0.21
H 0.591533 -3.783107 -2.114304 0.0 0.0 0.0 0.23
H 1.804342 -5.153087 0.322054 0.0 -0.1 0.1 0.18
H -0.940281 -3.882475 -0.084888 0.0 0.0 0.0 0.23
H -0.351539 -4.579442 1.428941 0.0 0.0 0.0 0.23
H -0.589077 -5.617245 0.005593 0.0 0.0 0.0 0.21
H 4.091821 0.125561 0.725930 0.0 0.1 0.0 0.19
H 4.181187 -2.898464 0.374682 0.0 0.0 0.0 0.22
H 4.611004 -2.012074 1.844219 0.0 0.0 0.0 0.22
H 5.579305 -1.805943 0.370937 0.0 0.0 0.0 0.21
H 3.235597 -1.596671 -1.645649 0.0 0.0 0.0 0.21
H 4.603970 -0.470718 -1.587365 0.0 0.0 0.0 0.21
H 2.939853 0.137497 -1.484437 0.0 0.0 0.0 0.23
```
Forces are in eV/Å.


4.
C15H22BN7ORh | the ωB97M-V functional and the def2-TZVPD basis

Properties
- LUMO level (eV) = -3.87
- orbital gap (eV) = 8.158
- charge = +1
- total energy (eV) = -32070.9967
- HOMO (eV) = -12.03
- relative energy (zero: lowest compared OMol25 entry of this formula, charge and spin) (eV) = 0.000

```
47
Properties=species:S:1:pos:R:3:forces:R:3:nbo_charge:R:1
Rh -0.120922 -0.342923 -0.642656 -0.2 0.0 -0.1 1.18
C 0.394999 1.755273 -4.352085 0.0 0.0 0.0 -0.33
C -0.330332 0.888537 -3.536157 0.0 0.0 0.0 -0.01
N 0.249202 0.803267 -2.341776 0.1 0.0 0.1 -0.31
N 1.336309 1.598119 -2.359664 0.0 0.0 0.0 -0.31
C 1.441221 2.185835 -3.559255 0.0 0.0 0.0 0.02
B 2.187829 1.707638 -1.077981 0.0 0.0 -0.1 0.53
N 1.205835 2.113433 0.053489 0.0 0.0 0.0 -0.29
C 1.169589 3.192817 0.843238 0.0 0.0 0.0 0.03
C 0.050682 3.117572 1.652391 0.0 0.0 0.0 -0.32
C -0.578600 1.934863 1.281626 0.0 0.0 0.0 -0.02
N 0.136271 1.345080 0.324821 0.0 0.0 0.0 -0.20
N 2.714494 0.304087 -0.725646 0.0 0.0 0.0 -0.31
C 3.957781 -0.169288 -0.564799 0.0 0.0 0.0 0.03
C 3.879879 -1.504107 -0.213623 0.0 0.0 0.0 -0.33
C 2.516285 -1.784046 -0.162585 0.0 0.0 0.0 0.01
N 1.835951 -0.685323 -0.479529 0.0 0.0 0.0 -0.27
H 0.186956 2.029465 -5.370439 0.0 0.0 0.0 0.25
H -1.223077 0.325241 -3.753331 0.0 0.0 0.0 0.22
H 2.250530 2.865486 -3.766408 0.0 0.0 0.0 0.24
H 3.071225 2.499229 -1.189107 0.0 0.0 0.0 -0.01
H 1.944359 3.937629 0.776847 0.0 0.0 0.0 0.24
H -0.264626 3.817922 2.404404 0.0 0.0 0.0 0.25
H -1.478090 1.478923 1.656510 0.0 0.0 0.0 0.23
H 4.808564 0.474058 -0.712838 0.0 0.0 0.0 0.24
H 4.693580 -2.178125 -0.015973 0.0 0.0 0.0 0.25
H 1.987296 -2.689216 0.082146 0.0 0.0 0.0 0.25
C -2.231263 -1.551313 2.087146 0.0 0.0 0.0 -0.63
C -0.802572 -2.040022 1.860608 -0.1 -0.1 0.0 0.25
C -0.734032 -3.550357 2.074285 0.0 0.0 0.0 -0.61
C 0.170119 -1.333602 2.798625 0.0 0.0 0.0 -0.63
O -0.404522 -1.831099 0.516957 0.2 0.0 0.0 -0.75
H -2.556877 -1.754070 3.108062 0.0 0.0 0.0 0.22
H -2.911452 -2.058459 1.400423 0.0 0.0 0.0 0.21
H -2.305572 -0.474175 1.921858 0.0 0.0 0.0 0.18
H -1.042678 -3.807941 3.088177 0.0 0.0 0.0 0.22
H 0.285095 -3.907243 1.922768 0.0 0.0 0.0 0.21
H -1.389039 -4.062930 1.369606 0.0 0.0 0.0 0.22
H -0.098114 -1.520896 3.839200 0.0 0.0 0.0 0.22
H 0.162375 -0.253935 2.634730 0.0 0.0 0.0 0.20
H 1.185626 -1.696808 2.636015 0.0 0.0 0.0 0.22
C -4.715745 0.182656 -0.943130 0.0 0.0 0.0 -0.73
C -3.270156 0.057967 -0.878483 0.0 0.0 0.0 0.49
N -2.136049 -0.052884 -0.814889 0.0 0.1 0.0 -0.40
H -5.129460 0.081165 0.059178 0.0 0.0 0.0 0.28
H -5.117408 -0.603276 -1.580657 0.0 0.0 0.0 0.28
H -4.981469 1.155772 -1.352099 0.0 0.0 0.0 0.28
```
Forces are in eV/Å.


5.
C15H22Br3F3N4O3S | the ωB97M-V functional and the def2-TZVPD basis

Properties
- LUMO level (eV) = -1.99
- orbital gap (eV) = 4.061
- total energy (eV) = -257117.0113
- HOMO (eV) = -6.05

```
51
Properties=species:S:1:pos:R:3:forces:R:3:nbo_charge:R:1
C -1.774745 -4.066023 2.075795 -0.3 1.9 -1.6 -0.31
C -1.926726 -3.068319 1.045164 0.4 -3.3 2.6 -0.08
N -0.860316 -2.061794 0.867827 3.4 3.6 -0.6 -0.39
C -0.730870 -0.686781 1.334879 2.8 1.0 -0.6 0.20
C -1.910065 0.001436 2.175498 0.0 -1.0 -0.7 -0.45
C -3.119389 0.288596 1.149260 -0.7 -0.5 0.1 -0.42
C -4.592218 0.192855 1.820101 0.2 -0.1 -0.5 -0.22
N -5.631689 -0.247300 0.808475 1.3 0.3 0.0 -0.82
C 0.640690 -0.134973 0.874441 -3.1 -2.0 0.6 0.19
C 1.255945 1.308985 1.159170 0.4 -0.8 -0.5 -0.47
C 0.212443 2.520961 1.053758 0.3 0.3 0.1 -0.48
C -0.405136 2.751356 -0.403578 -0.3 0.3 0.5 0.29
F -1.136175 1.619028 -0.923668 1.9 2.0 0.9 -0.37
Br -1.793995 4.200246 -0.178393 0.7 -0.9 0.1 0.05
C 0.646396 3.328061 -1.482357 -0.6 2.3 -1.8 0.58
F 1.563438 4.269629 -0.935577 -2.4 -2.7 -0.8 -0.31
F -0.140697 4.055797 -2.450017 2.0 -1.8 2.1 -0.33
Br 1.608320 1.929641 -2.505308 -0.6 1.1 0.9 0.09
N 1.305846 -1.202584 0.097986 -5.3 -0.4 2.5 -0.33
C 2.640569 -1.045834 -0.559685 1.4 0.7 0.8 -0.26
C 3.558756 -2.365575 -0.570024 -0.8 -0.2 -2.5 -0.25
C 3.492992 -2.969319 -2.092338 -0.2 -0.7 -0.4 -0.65
Br 5.486759 -1.828908 -0.322795 -1.4 -0.3 0.3 0.03
C 0.362905 -2.283851 0.127449 -0.6 -0.4 -0.7 0.30
S 0.550901 -3.926159 -0.681846 0.3 0.7 0.4 0.00
H -2.081569 -5.163949 1.890014 -0.5 2.3 0.5 0.24
H -1.386479 -3.812130 3.125813 0.4 -0.5 -2.1 0.23
H -2.861196 -3.157632 0.401489 2.1 0.4 0.0 0.25
H -2.285846 -0.791900 2.923526 0.6 1.1 -1.1 0.23
H -1.581849 0.900981 2.794107 -0.3 -1.3 -1.1 0.25
H -3.051940 1.284707 0.595026 0.3 -1.4 0.8 0.24
H -3.090195 -0.553246 0.351739 0.0 1.4 1.2 0.19
H -4.594267 -0.558691 2.680796 0.0 1.1 -1.1 0.19
H -4.924083 1.218166 2.197164 0.5 -1.5 -0.3 0.21
H -5.382790 -1.180857 0.428054 -0.2 0.8 0.5 0.34
H -5.530493 0.388950 -0.001267 -0.3 -0.4 0.6 0.35
H 2.079780 1.493621 0.376777 -1.3 -0.3 1.1 0.26
H 1.808534 1.273705 2.177265 -1.2 0.2 -1.5 0.26
H -0.644752 2.484831 1.815347 1.3 -0.2 -1.3 0.24
H 0.806228 3.482785 1.310353 -1.0 -1.6 -0.6 0.28
H 3.212749 -0.258520 0.069353 -1.2 -1.3 -1.0 0.26
H 2.473216 -0.564310 -1.580720 0.3 -1.0 1.3 0.27
H 3.245185 -3.177351 0.166350 0.7 1.5 -0.7 0.24
H 4.539149 -3.066512 -2.564293 -1.7 0.2 0.9 0.25
H 2.841053 -2.313084 -2.786523 1.2 -0.9 1.2 0.22
H 2.986666 -4.011000 -2.114793 1.0 1.7 0.2 0.23
H -0.270472 -4.024076 -1.800523 0.3 1.0 0.9 0.19
N 3.598259 4.882930 -3.485003 0.2 0.4 0.1 0.71
O 2.421742 5.282422 -3.593910 -0.3 -0.1 0.0 -0.57
O 4.467535 5.628648 -2.998099 0.0 0.0 0.0 -0.55
O 3.901900 3.732344 -3.862260 0.1 -0.4 -0.1 -0.59
```
Forces are in eV/Å.